(1)
DFT (the ωB97M-V functional and the def2-TZVPD basis) results for a 2-piece molecular cluster, C19H42BNO8P2 overall at a distorted geometry.

The geometry in XYZ format:
```
73
Properties=species:S:1:pos:R:3:forces:R:3:lowdin_charge:R:1
C -5.47252 3.75674 -2.09195 0.14 -0.15 -0.15 -0.047
O -4.22724 4.12088 -1.50050 -0.11 -0.06 0.14 0.049
B -4.17331 4.50594 -0.19830 0.17 -0.09 -0.03 -0.599
O -5.29792 4.43905 0.61577 0.02 0.20 -0.38 0.162
C -2.76143 5.04269 0.30630 0.36 0.19 1.01 -0.359
C -2.40025 6.32114 -0.47851 -0.51 -0.16 -0.21 -0.027
N -2.84763 5.36053 1.74774 -0.10 0.17 -0.11 0.077
C -1.64184 3.96861 0.11058 -0.22 0.35 -0.45 -0.388
O -0.39094 4.54135 -0.24131 -0.09 0.08 0.14 0.005
O -1.46851 3.26285 1.29730 0.22 0.13 -0.20 -0.116
C -0.43469 2.28777 1.24601 -0.18 -0.61 0.20 -0.520
C -0.25900 1.81644 2.68698 0.22 0.28 0.02 -0.180
C 1.04659 1.05271 2.99439 -0.09 -0.19 -0.40 -0.151
C 0.94280 -0.38196 3.54876 0.16 -0.15 0.12 -0.371
C -0.18767 -0.53023 4.57160 -0.28 0.07 -0.36 -0.070
C 0.90286 -1.52717 2.50933 0.02 0.00 0.23 -0.189
C 1.75469 -2.69464 3.02160 0.98 -0.06 -0.61 -0.198
C 1.53833 -4.04480 2.36516 0.09 0.14 -0.28 -0.084
C 0.95205 -4.28436 1.15976 0.08 0.26 0.09 -0.337
C -0.25202 -5.18617 1.01528 1.27 -1.35 0.00 -0.059
C 1.52785 -3.69429 -0.10363 -0.44 0.67 0.40 -0.053
P -1.06210 0.93938 0.10169 -0.80 -0.03 -0.28 0.963
P 0.59613 0.53404 -1.20127 0.00 0.68 -0.57 0.242
O 0.55900 1.54964 -2.26214 0.06 0.03 0.25 -0.326
O 0.37604 -0.97256 -1.70945 0.24 -0.01 0.45 -0.184
O 2.04035 0.56358 -0.47595 -0.07 -0.48 -0.15 -0.171
H -6.03265 3.07412 -1.45475 -0.03 0.10 0.05 0.092
H -5.25019 3.25485 -3.03183 0.01 0.05 0.00 0.092
H -6.06148 4.65150 -2.29862 -0.07 -0.05 0.04 0.095
H -5.75822 5.27457 0.72374 -0.07 -0.06 0.21 0.111
H -2.17587 6.11476 -1.52698 0.07 0.08 0.01 0.089
H -1.57276 6.84233 0.00028 0.13 -0.12 -0.12 0.085
H -3.26293 6.99616 -0.45734 0.04 0.02 -0.06 0.087
H -3.65740 5.94185 1.92868 -0.04 -0.05 0.00 0.070
H -2.04078 5.91317 2.01993 0.06 -0.09 0.05 0.084
H -1.96080 3.29996 -0.70101 0.20 -0.08 0.00 0.116
H -0.34448 4.59250 -1.20054 0.12 -0.11 -0.02 0.108
H 0.49405 2.70690 0.85768 -0.05 0.07 -0.05 0.114
H -1.15714 1.27257 2.98209 0.05 0.00 0.09 0.100
H -0.24186 2.74787 3.25744 -0.22 -0.08 0.10 0.123
H 1.61559 1.63469 3.72185 -0.07 0.03 0.00 0.113
H 1.66442 1.03089 2.09037 0.03 0.00 0.05 0.095
H 1.88289 -0.55186 4.08752 -0.01 0.19 0.03 0.124
H -1.13950 -0.67420 4.05078 0.01 -0.01 0.05 0.074
H -0.05011 -1.39716 5.21805 0.06 0.07 0.07 0.075
H -0.30952 0.37524 5.16943 0.16 -0.13 0.19 0.084
H -0.12160 -1.88589 2.36557 0.02 0.06 -0.10 0.110
H 1.25628 -1.17450 1.53726 0.01 -0.01 0.03 0.073
H 2.80800 -2.37829 3.06162 -0.04 0.03 0.01 0.114
H 1.47531 -2.86234 4.06746 0.02 -0.02 -0.02 0.109
H 1.91206 -4.90084 2.93096 -1.47 -0.09 0.80 0.106
H -0.01647 -6.16227 0.56590 -0.15 0.11 -0.24 0.077
H -0.67656 -5.39779 1.99292 -0.17 0.13 -0.05 0.071
H -0.97420 -4.68236 0.37289 -0.06 0.03 0.09 0.082
H 2.39473 -4.30762 -0.35703 -0.10 -0.05 -0.13 0.086
H 0.84726 -3.70271 -0.95545 -0.05 0.20 0.02 0.071
H 1.93271 -2.69415 0.09207 -0.08 0.03 -0.18 0.060
H -1.23307 -0.18344 0.93706 0.60 -0.03 0.13 -0.074
H 1.21012 -1.39232 -1.95433 -0.09 -0.19 -0.16 0.034
H 2.39003 -0.31215 -0.27219 0.03 0.06 0.25 0.055
C 3.84872 -4.45014 -5.31680 -0.08 -0.06 0.00 -0.168
C 2.96295 -3.21304 -5.19374 0.08 0.07 0.02 -0.162
C 2.19436 -3.51538 -3.91464 0.01 -0.18 -0.07 -0.201
O 3.06436 -4.29290 -3.09145 -0.01 0.05 -0.02 -0.151
C 4.18963 -4.72969 -3.85916 0.08 0.05 0.01 -0.200
H 4.73270 -4.29782 -5.93363 0.00 0.02 0.01 0.112
H 3.27749 -5.28004 -5.73796 0.01 -0.01 0.00 0.114
H 3.58008 -2.32179 -5.06338 -0.01 0.01 0.00 0.116
H 2.30894 -3.05084 -6.04848 -0.01 -0.02 0.00 0.114
H 1.29110 -4.09837 -4.12107 -0.04 0.06 0.00 0.125
H 1.90490 -2.61224 -3.37684 0.00 0.02 0.00 0.092
H 5.07179 -4.16294 -3.54308 0.02 -0.02 -0.03 0.118
H 4.36752 -5.78600 -3.65645 -0.03 0.00 0.04 0.117
```
Forces are in eV/Å.

Results
* largest force on an atom: 1.85 eV/A
* frontier orbital gap: 7.976 eV
* LUMO energy: 0.44 eV
* multiplicity: 1

(2)
DFT (the ωB97M-V functional and the def2-TZVPD basis) results for C19H42BaP2Si as an isolated structure at a distorted geometry.

The geometry in XYZ format:
```
65
Properties=species:S:1:pos:R:3:forces:R:3:lowdin_charge:R:1
P 0.31212 -1.69980 -4.37268 -0.13 -0.49 -0.57 0.811
P 0.16236 1.44361 -4.26736 0.04 0.48 -0.42 0.803
C -0.07547 -0.79750 -5.96589 0.03 -0.16 0.28 -0.446
C 0.42414 0.64605 -5.93978 -0.01 0.15 0.29 -0.446
H -1.16691 -0.83670 -6.09052 0.21 0.08 -0.01 0.074
H 0.38580 -1.35844 -6.78967 -0.27 0.09 0.04 0.073
H 1.50284 0.69591 -6.14586 -0.21 -0.07 0.00 0.074
H -0.09830 1.25699 -6.68809 0.27 -0.09 0.01 0.074
C -1.42680 2.30012 -4.64326 -0.03 -0.02 0.15 -0.311
H -1.63694 3.00458 -3.82797 -0.11 -0.15 -0.21 0.034
H -2.23475 1.55994 -4.69564 0.07 0.24 0.01 0.034
H -1.35734 2.84665 -5.59423 -0.10 -0.10 0.22 0.037
C 1.28074 2.88142 -4.50812 0.01 0.08 0.03 -0.326
H 1.07127 3.39931 -5.45470 0.14 -0.05 0.21 0.041
H 2.31688 2.52022 -4.50109 -0.17 0.21 0.01 0.031
H 1.13372 3.57254 -3.66821 0.15 -0.06 -0.23 0.033
C -0.81825 -3.12656 -4.62775 -0.01 -0.07 0.04 -0.323
H -0.60644 -3.87049 -3.84913 -0.17 0.07 -0.21 0.034
H -0.67911 -3.57862 -5.61987 -0.12 0.04 0.23 0.041
H -1.85153 -2.77395 -4.51871 0.17 -0.22 -0.02 0.031
C 1.86718 -2.52045 -4.92691 0.05 0.03 0.18 -0.310
H 2.66712 -1.77271 -4.98903 -0.05 -0.24 -0.01 0.033
H 1.72673 -3.00267 -5.90437 0.11 0.08 0.22 0.037
H 2.13768 -3.27570 -4.17782 0.10 0.15 -0.22 0.034
Ba 0.55499 0.00575 3.07940 0.33 0.01 0.16 1.634
C 0.76346 1.42841 0.30069 -0.26 0.63 0.11 -0.225
C -0.57086 1.31276 0.26667 -0.04 0.64 0.10 -0.159
C -1.37550 0.44036 -0.64507 -0.44 -0.31 -0.45 -0.197
C -1.72317 -0.97798 -0.14216 -0.41 0.14 -0.04 -0.179
C -0.65691 -1.77367 0.54477 0.97 -0.52 -0.22 -0.159
C 0.66945 -1.69995 0.30881 -0.65 -0.40 0.41 -0.178
C 1.33490 -0.88283 -0.75014 0.35 0.16 -0.52 -0.212
C 1.77709 0.54606 -0.36375 0.26 -0.18 -0.34 -0.199
C 0.26110 -2.41155 4.08895 -0.06 0.22 -0.20 -0.463
H 1.19894 2.29711 0.83365 -0.35 -0.60 -0.01 0.110
H -1.20194 1.99808 0.86333 0.67 -0.16 -0.19 0.118
H -0.91766 0.39399 -1.64265 0.01 0.01 0.32 0.063
H -2.34376 0.95163 -0.78339 0.34 -0.16 -0.08 0.117
H -2.57206 -0.88665 0.55712 0.20 -0.15 -0.26 0.116
H -2.08247 -1.55346 -1.01503 -0.05 0.12 0.35 0.123
H -1.02937 -2.55975 1.21601 0.31 0.47 0.02 0.110
H 1.36281 -2.35917 0.84964 -0.56 0.11 0.09 0.107
H 0.71788 -0.86249 -1.65853 0.25 0.08 0.25 0.041
H 2.26192 -1.42403 -1.01195 -0.35 0.23 -0.12 0.118
H 2.66202 0.47691 0.29436 -0.21 0.06 -0.11 0.108
H 2.14488 1.02988 -1.28601 -0.06 -0.04 0.29 0.114
H 0.98416 -2.27364 4.91659 -0.23 -0.35 -0.03 -0.088
H 0.50100 -3.32403 3.53267 0.00 -0.09 0.22 -0.083
H -0.75348 -2.48774 4.51073 0.26 -0.22 0.02 -0.087
C 1.32933 0.45744 6.67727 0.45 0.07 0.01 -0.211
Si -0.44444 1.06418 6.37609 -0.62 0.72 -0.69 0.301
C -1.55521 -0.42079 6.74419 -0.28 -0.14 0.07 -0.188
C -0.83687 2.45507 7.57899 0.09 0.06 0.64 -0.216
C -0.69638 1.78098 4.68512 0.07 -0.26 -0.76 -0.551
H 1.46534 0.19583 7.73860 -0.12 0.09 -0.24 0.033
H 2.06243 1.24677 6.46131 -0.08 -0.03 0.04 0.023
H 1.64880 -0.43904 6.12002 -0.28 0.18 0.05 -0.007
H -1.49943 -0.71829 7.80237 0.06 0.19 -0.17 0.031
H -2.60547 -0.17350 6.54309 0.11 0.03 0.03 0.027
H -1.32820 -1.32574 6.16561 0.11 0.31 0.02 -0.005
H -0.18018 3.30814 7.36597 -0.07 -0.13 -0.01 0.022
H -1.86261 2.79833 7.39403 0.15 -0.11 -0.04 0.025
H -0.75040 2.23038 8.64884 0.01 -0.03 -0.04 0.016
H -1.70884 2.00971 4.28361 0.35 -0.25 0.64 -0.057
H -0.04204 2.61281 4.31681 -0.17 -0.38 0.62 -0.062
```
Forces are in eV/Å.

Results
* largest force on an atom: 1.17 eV/A
* frontier orbital gap: 5.889 eV
* LUMO energy: -0.21 eV
* relative energy (zero: lowest compared OMol25 entry of this formula, charge and spin): 0.0 kJ/mol
* multiplicity: 1

(3)
DFT (the ωB97M-V functional and the def2-TZVPD basis) results for a 2-piece molecular cluster, C19H42BrN4O3 overall.

The geometry in XYZ format:
```
69
Properties=species:S:1:pos:R:3:forces:R:3:lowdin_charge:R:1
C -0.64675 -2.03545 0.97991 -0.42 0.13 -0.09 -0.061
C -0.88374 -0.66913 0.32053 0.22 -0.13 0.29 -0.243
N -0.48371 -0.69715 -1.08601 -0.29 0.48 0.24 0.047
C -0.98280 0.20291 -2.04989 0.01 -0.71 -0.09 -0.370
C -2.50374 0.29299 -2.13877 0.00 0.23 -0.06 -0.116
C -3.23297 -0.89970 -2.76020 -0.17 -0.08 -0.09 -0.168
C -3.04603 -2.27156 -2.11091 -0.03 -0.16 -0.08 -0.251
N -1.87399 -2.96888 -2.65661 -0.06 0.16 -0.03 0.006
C -0.38461 -0.17534 -3.41016 0.18 0.05 0.07 -0.114
O 1.02876 -0.10656 -3.36408 0.05 -0.04 -0.10 -0.081
C 1.45995 1.21954 -3.19966 -0.12 0.18 -0.05 -0.145
C 1.03773 1.78882 -1.85085 0.17 0.08 -0.08 -0.224
C 1.55569 3.22099 -1.64940 0.26 -0.04 -0.18 -0.129
C 2.58054 3.31460 -0.51707 -0.01 -0.09 -0.01 -0.191
C 3.91055 2.64309 -0.85364 0.08 -0.05 0.08 -0.211
C 4.91363 2.70291 0.30473 0.01 -0.09 -0.09 -0.200
C 4.69539 1.64775 1.38706 0.09 -0.03 0.05 -0.288
N 4.93636 0.28516 0.90967 -0.01 0.09 0.09 0.000
N -0.46575 1.70497 -1.80461 0.03 0.12 0.05 0.032
C -1.04127 2.36359 -0.60143 0.12 0.10 0.17 -0.136
C -1.74902 3.63288 -1.02079 -0.25 0.25 -0.14 -0.822
O -2.29318 3.75556 -2.07059 0.26 -0.03 0.12 0.073
Br -1.69007 5.02620 0.28411 -0.08 -0.10 0.00 0.839
H 0.07242 -2.62308 0.40847 0.15 0.07 0.13 0.078
H -1.57919 -2.60446 1.02057 0.12 -0.03 -0.07 0.074
H -0.32745 -1.91207 2.01198 0.08 -0.12 -0.05 0.057
H -1.94002 -0.41328 0.40346 0.01 0.00 -0.08 0.105
H -0.33413 0.09345 0.89229 0.01 0.01 -0.10 0.107
H 0.50823 -0.86333 -1.18271 -0.01 -0.21 -0.24 0.132
H -2.93795 0.49512 -1.15654 0.01 -0.11 -0.05 0.111
H -2.74530 1.16826 -2.75316 0.02 0.00 0.07 0.128
H -2.97520 -1.00875 -3.81880 -0.01 0.11 0.08 0.117
H -4.29350 -0.62929 -2.73700 0.06 -0.06 0.00 0.120
H -2.96894 -2.18821 -1.02363 0.04 0.05 -0.05 0.099
H -3.95461 -2.85184 -2.30282 0.06 0.04 0.05 0.114
H -1.28920 -3.36608 -1.93739 -0.02 -0.06 0.03 0.064
H -2.15348 -3.70186 -3.29151 0.03 -0.11 0.04 0.078
H -0.77273 0.48048 -4.20338 0.00 0.02 0.05 0.150
H -0.66512 -1.20878 -3.61819 0.02 0.09 0.08 0.122
H 1.02928 1.85813 -3.99106 0.07 -0.03 0.01 0.149
H 2.54500 1.26482 -3.30527 -0.07 -0.14 0.11 0.145
H 1.40792 1.14599 -1.04826 -0.11 -0.02 0.00 0.154
H 2.03910 3.53796 -2.58170 -0.11 0.06 0.06 0.131
H 0.74624 3.93368 -1.48000 -0.03 -0.04 -0.01 0.101
H 2.16377 2.83624 0.37818 -0.01 0.17 0.06 0.110
H 2.75755 4.36777 -0.28175 -0.02 -0.08 0.04 0.127
H 3.74765 1.58742 -1.10749 -0.04 0.06 -0.07 0.096
H 4.34267 3.11111 -1.74529 -0.08 0.02 0.07 0.122
H 4.88003 3.69227 0.76932 0.04 0.00 -0.04 0.115
H 5.92846 2.57533 -0.08774 -0.07 0.02 0.04 0.118
H 5.39163 1.86301 2.20427 -0.09 0.03 -0.02 0.105
H 3.68875 1.73571 1.81320 0.01 0.02 -0.06 0.101
H 4.20411 -0.36511 1.14448 -0.01 -0.03 -0.04 0.056
H 5.14619 0.22685 -0.07457 -0.01 0.00 -0.03 0.056
H -0.80885 2.23027 -2.61704 -0.15 0.01 0.05 0.160
H -0.27753 2.58077 0.14307 0.06 -0.12 -0.15 0.115
H -1.78511 1.71890 -0.13756 0.02 0.04 0.00 0.120
C -2.46882 -2.89826 6.37505 0.02 0.08 -0.04 -0.060
C -2.24304 -3.33898 4.93892 0.00 -0.07 0.09 -0.499
C -1.67045 -4.74410 4.85583 0.04 0.03 -0.08 -0.060
O -1.39781 -2.40793 4.25058 0.01 0.01 -0.04 -0.075
H -1.52159 -2.89035 6.92128 0.00 -0.04 0.02 0.083
H -2.88553 -1.89190 6.40822 -0.01 -0.01 -0.01 0.080
H -3.15069 -3.57401 6.89126 0.00 -0.02 0.00 0.083
H -3.18886 -3.30068 4.39594 -0.01 0.02 -0.03 0.136
H -0.70083 -4.78761 5.35938 -0.01 -0.01 0.04 0.083
H -1.52411 -5.04051 3.81693 -0.02 0.00 0.00 0.076
H -2.33146 -5.46745 5.33318 -0.01 0.00 0.01 0.083
H -0.54843 -2.40381 4.70567 0.01 0.01 0.04 0.087
```
Forces are in eV/Å.

Results
* largest force on an atom: 0.72 eV/A
* frontier orbital gap: 8.510 eV
* LUMO energy: -2.86 eV
* charge: +1
* relative energy (zero: lowest compared OMol25 entry of this formula, charge and spin): 0.0 kJ/mol
* multiplicity: 1